Below is a 2-piece molecular cluster, C13H19FN3 overall, with properties calculated with ωB97M-V/def2-TZVPD.

Structure (XYZ):
```
36
Properties=species:S:1:pos:R:3:nbo_charge:R:1
C 3.9159 -0.5388 1.5785 -0.609
C 3.1065 0.6106 2.3686 -0.412
C 2.3007 1.4312 1.2729 -0.440
C 0.9533 2.0943 1.7835 -0.234
N 0.0485 1.1914 2.5536 -0.588
C -0.1029 -0.0950 1.9784 0.644
N 0.0193 -1.2305 2.7721 -0.532
C -0.1508 -2.3173 1.8480 -0.053
C -0.3821 -1.7836 0.5152 -0.073
N -0.3474 -0.3151 0.6401 -0.540
H 3.1555 -1.1310 0.9679 0.188
H 4.6119 -0.0501 0.8230 0.223
H 4.4529 -1.2468 2.2673 0.229
H 2.4269 0.0725 3.1019 0.172
H 3.9016 1.2174 2.8996 0.232
H 3.0048 2.2185 0.8669 0.249
H 2.0694 0.7143 0.4284 0.199
H 1.1219 3.0576 2.3608 0.247
H 0.3727 2.4056 0.8515 0.201
H 0.2687 1.1569 3.5506 0.403
H 0.2152 -1.2124 3.7722 0.464
H -0.0835 -3.3837 2.1705 0.272
H -0.5335 -2.3499 -0.4438 0.280
H -0.4483 0.4232 -0.0581 0.475
F -2.8520 -0.2247 -6.0911 -0.306
C -2.8389 -0.1518 -4.7555 0.414
C -1.7689 -0.6830 -4.0585 -0.278
C -1.7487 -0.6045 -2.6706 -0.213
C -2.8121 -0.0026 -1.9974 -0.250
C -3.8826 0.5240 -2.7133 -0.184
C -3.8943 0.4543 -4.0985 -0.266
H -0.9580 -1.1533 -4.6013 0.237
H -0.9130 -1.0083 -2.1102 0.183
H -2.8027 0.0557 -0.9134 0.198
H -4.7096 0.9884 -2.1892 0.228
H -4.7163 0.8665 -4.6705 0.242
```

Calculated values
* HOMO energy: -0.434 Eh
* LUMO level: -2.861 eV
* HOMO-LUMO gap: 0.329 Ha
* charge: +1


Below is one molecule with the formula C6H9N, with properties calculated with ωB97M-V/def2-TZVPD.

Structure (XYZ):
```
16
Properties=species:S:1:pos:R:3:nbo_charge:R:1
C -1.0318 -1.0177 2.9286 -0.683
C -0.3749 -0.2956 1.8496 0.013
C 0.0148 0.3252 0.8926 -0.055
C 0.7386 1.1125 -0.0997 -0.291
N 1.1204 0.4174 -1.3372 -0.400
C 0.3719 0.6498 -2.5603 -0.253
C 0.2963 -0.6546 -1.8613 -0.252
H -1.4622 -0.3123 3.6457 0.236
H -0.3478 -1.6805 3.4655 0.233
H -1.8405 -1.6174 2.5040 0.235
H 0.2284 2.0570 -0.3257 0.209
H 1.6320 1.3826 0.4774 0.228
H 0.9716 0.7652 -3.4623 0.198
H -0.5204 1.2780 -2.5271 0.185
H -0.6384 -0.8913 -1.3528 0.199
H 0.8419 -1.5184 -2.2369 0.199
```

Calculated values
* HOMO energy: -0.325 Eh
* ΔE to the lowest compared entry with this formula, charge and spin: 78.49 kcal/mol
* structure (SMILES): CC#CCN1CC1
* LUMO level: 1.017 eV
* HOMO-LUMO gap: 0.362 Ha


Below is one molecule with the formula C6H10O, with properties calculated with ωB97M-V/def2-TZVPD.

Structure (XYZ):
```
17
Properties=species:S:1:pos:R:3:nbo_charge:R:1
C 1.7145 -0.4351 -1.6123 -0.375
C 1.3046 0.0826 -0.4516 -0.036
C 2.2836 0.9041 0.4473 -0.655
C 0.1384 -0.3381 0.2780 -0.180
C -1.2124 -0.1345 -0.1390 -0.155
C -2.4384 -0.0674 0.7737 -0.102
O -3.2510 -1.3451 0.6623 -0.737
H 2.5776 -0.0705 -2.1385 0.193
H 1.1834 -1.1770 -2.1375 0.197
H 2.0906 2.0326 0.3522 0.220
H 3.3229 0.8829 0.0632 0.218
H 2.5153 0.6089 1.4666 0.227
H 0.3343 -0.4554 1.2709 0.190
H -1.4091 0.1409 -1.0476 0.171
H -3.1022 0.7091 0.5400 0.178
H -2.2218 -0.0553 1.7962 0.186
H -3.8302 -1.2828 -0.1239 0.460
```

Calculated values
* HOMO energy: -0.320 Eh
* ΔE to the lowest compared entry with this formula, charge and spin: 59.95 kcal/mol
* structure (SMILES): C=C(C)/C=C/CO
* LUMO level: 0.649 eV
* HOMO-LUMO gap: 0.344 Ha


Below is a 9-piece molecular cluster, C17H45BBrN8O20 overall, with properties calculated with ωB97M-V/def2-TZVPD.

Structure (XYZ):
```
92
Properties=species:S:1:pos:R:3:lowdin_charge:R:1
C -0.1704 3.6160 -2.2299 -0.099
C -1.4253 3.5462 -1.3550 -0.343
C -1.0798 3.3667 0.1145 -0.524
Br -2.7950 3.7269 1.0865 0.595
B -0.4547 1.8699 0.5878 -0.804
O -1.3689 1.2153 1.6030 -0.108
C -0.2183 0.8174 -0.6468 -0.169
C -0.0148 -0.6278 -0.1488 -0.136
C 0.9617 2.1879 1.3607 -0.091
O 1.8356 3.0760 0.6017 -0.120
C 2.4581 4.0381 1.3338 -0.287
O 1.6348 5.2064 1.3323 -0.110
C 2.1037 6.2588 2.1367 -0.227
C 0.9475 6.7746 2.9540 -0.233
O 0.7302 5.9071 4.0658 -0.061
H 0.6820 3.9854 -1.6649 0.072
H 0.0781 2.6220 -2.5917 0.054
H -0.3700 4.2327 -3.1049 0.052
H -2.0943 2.7614 -1.7012 0.094
H -1.9621 4.4907 -1.4761 0.074
H -0.4619 4.2093 0.4105 0.050
H -0.8305 0.8580 2.3096 0.053
H 0.7057 1.0890 -1.1665 0.065
H -1.0415 0.7845 -1.3665 0.087
H 0.2816 -1.2211 -1.0187 0.059
H -0.9348 -1.0423 0.2503 0.060
H 0.7999 -0.6739 0.5709 0.045
H 0.7215 2.6389 2.3275 0.110
H 1.5311 1.2671 1.5270 0.104
H 3.4351 4.2839 0.8969 0.132
H 2.6059 3.7249 2.3755 0.132
H 2.8938 5.9188 2.8125 0.123
H 2.5187 7.0713 1.5286 0.119
H 0.0666 6.7734 2.3118 0.124
H 1.1183 7.7960 3.3034 0.109
H -0.1870 5.6351 4.0626 0.081
C 2.4134 -4.2465 0.6515 0.040
N 1.2416 -3.5399 1.2278 -0.437
O 1.4562 -2.7080 2.0812 0.071
O 0.1511 -3.8480 0.7953 0.055
H 3.3089 -3.8706 1.1315 0.097
H 2.2739 -5.3048 0.8470 0.071
H 2.4199 -4.0420 -0.4153 0.089
C -4.4022 -0.1232 0.6415 0.050
N -4.3025 -0.6668 -0.7383 -0.445
O -4.0373 -1.8443 -0.8769 0.047
O -4.5127 0.1035 -1.6539 0.044
H -4.2025 -0.9261 1.3397 0.098
H -3.6687 0.6738 0.7443 0.068
H -5.4042 0.2771 0.7597 0.064
C 3.3799 1.2988 -2.9206 0.039
N 3.2995 -0.1388 -2.5368 -0.444
O 3.1097 -0.3968 -1.3708 0.069
O 3.4397 -0.9659 -3.4212 0.031
H 3.2409 1.8949 -2.0249 0.095
H 4.3572 1.4609 -3.3655 0.098
H 2.5976 1.4929 -3.6433 0.078
C -7.9231 3.1754 1.8759 0.047
N -7.4303 1.9019 2.4669 -0.443
O -7.1885 1.8796 3.6526 0.075
O -7.2918 0.9689 1.7028 0.047
H -7.9904 3.9130 2.6659 0.091
H -7.2077 3.4712 1.1142 0.104
H -8.8925 2.9712 1.4322 0.096
C -0.8010 -5.7054 3.4302 0.063
N 0.6214 -6.1160 3.5748 -0.422
O 1.1358 -6.0670 4.6684 0.080
O 1.1817 -6.4801 2.5576 0.021
H -1.1681 -5.4082 4.4046 0.097
H -0.8279 -4.8813 2.7205 0.084
H -1.3374 -6.5648 3.0374 0.088
C 0.4408 -8.6446 0.2176 0.038
N -0.8645 -9.1210 0.7561 -0.441
O -1.1004 -8.9507 1.9370 0.049
O -1.6204 -9.6575 -0.0258 0.060
H 0.9971 -8.1969 1.0307 0.068
H 0.9536 -9.5062 -0.1965 0.098
H 0.2256 -7.9202 -0.5587 0.082
C 3.4943 -6.0242 -3.0236 0.056
N 2.5216 -6.7646 -2.1732 -0.437
O 2.8056 -7.8937 -1.8212 0.060
O 1.5020 -6.1820 -1.8816 0.068
H 4.3501 -6.6644 -3.1985 0.093
H 2.9854 -5.7709 -3.9481 0.104
H 3.7716 -5.1208 -2.4886 0.097
C 1.9665 5.7371 -5.2345 0.045
N 2.6311 4.5920 -4.5579 -0.442
O 3.3547 4.8292 -3.6170 0.074
O 2.3992 3.4864 -5.0008 0.053
H 2.2645 6.6484 -4.7310 0.093
H 2.2852 5.7278 -6.2724 0.097
H 0.8961 5.5733 -5.1609 0.095
```

Calculated values
* HOMO energy: -0.182 Eh
* LUMO level: 1.492 eV
* HOMO-LUMO gap: 0.237 Ha
* charge: -1


- LUMO level of number 1 (C13H19FN3)?
  -2.861 eV


- Look up the LUMO level of the first one.
  -2.861 eV


- The lowest HOMO energy belongs to which entry?
  C13H19FN3